Entry 1:
34
Properties=species:S:1:pos:R:3:forces:R:3:lowdin_charge:R:1 method="wB97M-V/def2-TZVPD" multiplicity=1 gap_ev=9.4 lumo_energy_ev=0.6 e_above_lowest_kj_mol=152.45 smiles="CCN(C)C(C)=O.Cc1ccc(O)cc1"
O -1.62228 -1.21554 3.50919 -1.05 -0.98 1.12 0.034
O 3.23711 -2.81178 -0.33685 -0.05 -0.68 -0.19 0.029
N 2.37422 -1.00394 -1.30748 -0.61 -1.59 -1.53 -0.159
C -2.10096 2.95640 -0.22610 -0.25 0.71 -1.46 -0.076
C -1.27344 1.92342 1.75197 0.17 -1.99 -0.28 -0.050
C 1.28260 -0.42181 -2.04759 -2.65 1.20 0.50 -0.208
C 0.97796 -3.08161 -1.09347 1.23 -1.59 -0.07 -0.010
C 0.53869 0.61086 -1.06788 1.90 -1.73 0.92 -0.058
C -2.86571 -0.27263 1.69372 -2.92 -1.22 0.27 -0.042
C 2.28607 -2.32738 -0.93012 0.96 1.56 0.71 -0.500
C -1.05501 0.90216 2.68816 0.00 0.73 -1.72 0.003
C -3.14638 0.74622 0.80501 0.96 0.60 -1.35 -0.049
C -2.21721 1.75970 0.69419 1.17 2.38 1.73 -0.289
C 3.58912 -0.19442 -1.18349 -0.14 -1.37 0.30 -0.027
C -1.84445 -0.24657 2.58482 1.85 0.99 0.70 -0.358
H -0.58349 2.75440 1.68915 -0.06 0.11 0.20 0.109
H -3.68142 -1.00826 1.81884 0.91 -0.08 -0.15 0.130
H 1.15210 0.47771 -0.13452 -0.63 0.59 -0.58 0.085
H -3.97150 0.70268 0.09533 0.07 -0.20 0.29 0.116
H 0.60069 1.65220 -1.35230 -0.39 0.08 -0.25 0.053
H 1.29856 -4.07742 -0.67771 -1.02 1.01 0.32 0.100
H 4.31384 -0.35911 -2.00738 -0.99 0.95 -0.50 0.099
H -0.42630 0.24598 -0.74644 -0.54 0.34 -0.37 0.051
H 3.15016 0.79286 -0.95315 1.36 -0.07 -0.31 0.093
H -2.87548 3.05105 -1.00996 0.33 -0.38 0.25 0.078
H -0.91064 -1.84754 3.40152 0.22 0.30 -0.66 0.110
H 0.11391 -2.57798 -0.63847 0.31 -0.45 -0.07 0.086
H 4.24601 -0.64350 -0.43156 -0.77 0.47 0.81 0.082
H -1.09501 3.03660 -0.73362 -1.03 -0.54 0.42 0.074
H 0.49059 -1.14592 -2.44166 1.53 0.65 0.75 0.122
H -0.18086 0.93058 3.32242 -0.23 0.04 0.40 0.114
H -2.15521 3.91565 0.30933 -0.16 -0.41 0.24 0.077
H 1.56213 0.15771 -2.91495 0.73 -0.10 -0.34 0.100
H 0.79158 -3.38078 -2.12895 -0.21 0.66 -0.11 0.079


Entry 2:
40
Properties=species:S:1:pos:R:3:forces:R:3:lowdin_charge:R:1 method="wB97M-V/def2-TZVPD" s_squared=2.03 multiplicity=3 gap_ev="7.2 / 8.5" lumo_energy_ev="-8.2 / -8.7" charge=+2
Pd 0.00862 -0.06844 -0.03032 0.04 0.09 0.29 0.669
P 0.07035 -1.68798 1.81883 -1.80 0.79 0.84 0.926
O -3.08098 -0.01337 -0.00946 2.22 0.13 -0.04 0.266
O 3.08135 0.00052 -0.01340 -1.99 0.06 -0.07 0.251
O -0.00348 1.51224 2.67141 0.02 -1.17 -2.59 0.270
O -0.37651 -2.87000 0.65838 1.08 -0.13 3.44 -0.368
O -0.00599 2.79957 -1.33364 0.00 -2.42 1.12 0.266
O 0.78968 -1.19905 3.29801 0.45 -1.79 -2.51 -0.275
O -1.33514 -1.24540 2.46984 -0.07 -0.83 -1.06 -0.325
C -1.45123 -2.66053 4.49286 -0.17 -0.11 0.17 -0.059
C 2.77411 -0.75170 4.53082 0.42 0.02 0.02 -0.043
C -0.00334 0.93930 1.68656 -0.13 3.20 5.62 -0.143
C -0.00446 1.75811 -0.87522 -0.04 5.38 -2.83 -0.087
C 0.00340 -1.69219 -1.60795 0.01 -0.22 -1.69 -0.112
C 0.00128 -0.49000 -2.27728 0.04 -1.37 -1.39 -0.108
C 1.45999 -4.51408 0.77159 -0.14 -0.07 -0.17 -0.052
C -2.10092 -2.28808 3.18304 0.67 -0.83 -0.28 -0.204
C -1.94715 -0.02941 -0.02413 -5.76 -0.84 0.06 -0.096
C 2.24111 -1.09998 3.18334 0.01 -0.60 0.19 -0.299
C 1.94736 -0.02083 -0.02940 5.87 -0.55 -0.25 -0.134
C 0.00333 -4.25786 1.05724 0.34 0.82 0.43 -0.225
H 1.67267 -4.39993 -0.29893 0.02 -0.09 0.27 0.091
H 1.65699 -5.54524 1.06289 0.26 -0.01 -0.07 0.103
H -3.07299 -1.89253 3.33974 -0.78 0.55 0.00 0.122
H 0.93260 -2.24862 -1.46041 -0.34 0.25 0.00 0.086
H 2.38182 0.20921 4.85362 0.02 0.04 0.14 0.094
H -2.09039 -3.40796 4.97677 0.12 0.13 -0.03 0.106
H 2.52287 -1.52435 5.25335 0.04 0.04 0.08 0.097
H -0.63810 -4.88086 0.48770 -0.60 -0.64 -0.47 0.123
H 2.60940 -2.08287 2.84126 0.16 0.52 0.05 0.116
H -0.92260 -2.24939 -1.46532 0.32 0.24 -0.05 0.092
H -0.92877 -0.07931 -2.68033 0.26 -0.07 0.20 0.102
H -1.38300 -1.78563 5.14768 0.06 -0.22 -0.10 0.101
H 0.92904 -0.07498 -2.68047 -0.25 -0.05 0.20 0.101
H -0.23790 -4.35418 2.11911 0.02 -0.31 -0.10 0.110
H 3.85937 -0.68272 4.43375 -0.02 0.06 0.27 0.103
H 2.12380 -3.85599 1.34464 -0.08 -0.10 -0.03 0.068
H 2.48322 -0.31307 2.46284 0.04 -0.12 -0.01 0.083
H -2.18077 -3.13344 2.48363 -0.12 0.14 0.30 0.115
H -0.45554 -3.09889 4.37023 -0.17 0.05 0.06 0.070


Entry 3:
44
Properties=species:S:1:pos:R:3:forces:R:3:lowdin_charge:R:1 method="wB97M-V/def2-TZVPD" s_squared=0.76 multiplicity=2 gap_ev="8.7 / 5.9" lumo_energy_ev="-2.9 / -6.2" e_above_lowest_kj_mol=19.94 charge=+1
Sb 0.92486 -0.22030 2.13930 0.09 -0.01 -0.04 1.411
As -2.69746 -2.37066 1.14632 -0.24 -0.08 -0.17 0.840
S -0.94929 2.88261 -2.53883 -0.01 -0.05 0.11 0.756
Si 1.36443 -2.11851 -1.57531 0.18 0.23 -0.19 0.641
Al -0.41602 -0.82136 -0.10962 -0.50 0.16 0.47 0.072
F -3.46064 -2.41899 2.63811 0.01 0.00 0.07 -0.144
F -2.98417 -3.93363 0.58853 0.02 -0.11 0.02 -0.156
F -2.06665 -0.70653 1.33671 0.17 0.14 0.09 -0.232
F -1.15817 -2.84193 1.76460 0.19 -0.07 0.06 -0.224
F -1.64748 -2.05640 -0.50332 0.21 -0.20 -0.06 -0.175
F -3.98941 -1.73078 0.27855 -0.13 0.08 -0.05 -0.150
N -0.80089 0.77774 -0.75770 0.14 -0.02 -0.16 0.017
C -0.24896 1.17534 3.20360 -0.03 -0.01 -0.04 -0.259
C 2.88992 -1.08047 -1.64615 0.10 0.14 0.02 -0.169
C 1.45004 -1.61751 3.63200 -0.06 -0.04 -0.05 -0.255
C 0.54925 -5.67663 0.27336 -0.01 0.02 0.02 -0.049
C 0.53114 -4.60950 -0.60781 0.06 0.02 0.11 -0.081
C 2.74921 0.81660 1.86438 0.02 0.01 -0.04 -0.270
C 2.29181 -3.53856 0.66372 -0.04 -0.09 -0.05 -0.113
C 2.30680 -4.60638 1.54140 -0.03 -0.04 -0.01 -0.067
C 1.41452 -3.53100 -0.43449 -0.09 -0.25 0.29 -0.322
C 1.43233 -5.67248 1.34620 0.02 0.00 0.02 -0.040
C -0.86780 1.68879 -1.53030 0.03 0.14 -0.21 -0.877
C 0.48732 -2.39132 -3.16995 -0.15 0.05 -0.17 -0.170
H 2.68656 -0.12406 -2.13196 0.04 -0.03 0.00 0.050
H 1.62221 -1.05129 4.54570 0.01 -0.05 0.03 0.027
H 0.64479 -2.33452 3.77426 0.02 0.02 0.00 0.019
H 1.44165 -6.50624 2.03647 0.00 0.01 -0.01 0.117
H 0.36682 1.60299 3.99236 -0.03 0.02 0.02 0.026
H -0.12795 -6.50785 0.12965 0.01 0.00 0.01 0.119
H -0.17062 -4.61581 -1.43368 0.02 0.01 0.00 0.111
H -1.10671 0.66028 3.63020 0.00 0.02 0.01 0.023
H -0.53461 -2.74038 -3.02043 0.01 -0.02 -0.06 0.041
H 1.03088 -3.14650 -3.74721 -0.03 0.02 -0.01 0.061
H 2.64139 1.58381 1.09925 -0.01 -0.02 0.03 0.024
H 3.30108 -0.88421 -0.65498 0.03 0.01 -0.05 0.014
H 3.01565 1.28142 2.81339 0.01 -0.01 -0.04 0.026
H -0.59328 1.95598 2.52884 0.01 0.00 0.01 0.025
H 2.98801 -2.71841 0.81121 0.00 -0.01 -0.02 0.096
H 3.53287 0.11838 1.57268 -0.01 0.03 0.02 0.007
H 2.35794 -2.13749 3.33718 -0.01 0.00 0.02 0.005
H 3.00177 -4.62158 2.37125 -0.01 -0.01 0.00 0.114
H 0.45659 -1.46800 -3.75141 -0.01 -0.05 -0.01 0.051
H 3.65152 -1.60649 -2.23150 -0.01 0.04 0.02 0.060


Entry 4:
34
Properties=species:S:1:pos:R:3:forces:R:3:lowdin_charge:R:1 method="wB97M-V/def2-TZVPD" multiplicity=1 gap_ev="7.9 / 7.9" lumo_energy_ev="0.3 / 0.3" e_above_lowest_kj_mol=402.73
C -1.58408 -1.77306 -0.08919 -0.61 -2.00 -0.90 -0.163
C 0.06461 -2.64184 3.69322 0.68 0.76 -0.63 -0.090
C -0.09723 2.42034 -2.36112 0.30 0.31 -0.72 -0.375
C -0.57114 -3.08203 2.33436 2.16 1.03 0.29 -0.357
C 0.42959 -4.06563 1.59498 -0.97 -1.47 -0.95 -0.084
C 1.80481 0.69975 0.49525 0.64 0.32 -0.67 -0.118
C 0.04514 0.01159 -0.91921 -0.98 0.19 0.24 -0.151
C 0.80874 -0.15063 0.31518 -1.99 -2.58 1.39 -0.026
C -0.96811 3.46238 -1.65968 1.29 -1.73 3.03 -0.057
C 0.91046 3.10170 -3.30274 -1.00 1.15 0.86 -0.077
C -1.04382 -0.77671 -1.11804 -0.59 0.49 -0.53 -0.093
C 2.01191 1.61200 -0.72899 -0.31 0.65 0.82 -0.095
B 0.64504 1.41213 -1.46477 -0.31 -2.00 -0.01 -0.265
B -0.74908 -2.02775 1.20510 1.27 1.46 -1.33 0.065
H 0.91977 -2.01394 3.37613 0.52 -1.04 0.32 0.074
H 1.51813 2.30637 -3.79717 -0.62 1.23 -0.49 0.099
H 1.01535 -4.67289 2.29206 -0.30 0.21 0.35 0.070
H -0.37350 3.83410 -0.78163 -0.44 -0.05 -0.57 0.097
H -1.87147 3.04006 -1.18693 0.18 0.23 -0.57 0.089
H 2.53585 0.65550 1.28191 0.00 0.14 0.42 0.084
H -0.68659 1.82329 -3.01885 -1.05 -0.55 -0.48 0.112
H 2.98915 1.41168 -1.15142 0.04 -0.15 -0.63 0.104
H -1.95973 -2.80236 -0.65217 1.08 2.29 1.43 0.162
H -0.27933 -4.82938 1.06384 1.70 1.38 0.38 0.113
H 1.22148 -3.64848 0.92707 -1.02 0.05 0.19 0.088
H -0.39358 -1.83062 4.29452 -0.87 -1.00 -0.24 0.075
H -1.79096 -0.70115 -1.95684 1.26 0.31 0.51 0.116
H -1.13479 4.30165 -2.24346 -0.76 1.48 -1.36 0.041
H 0.27822 3.92732 -3.80148 1.36 -1.66 -0.60 0.106
H 0.30410 -3.56661 4.29543 0.00 1.32 -0.50 0.093
H -2.55660 -1.34102 0.21708 0.13 -0.18 0.19 0.108
H -1.37771 -3.71934 2.53414 -1.72 -0.50 0.12 0.093
H 2.02410 2.69745 -0.54036 0.27 -0.06 0.57 0.103
H 1.55272 3.70835 -2.67326 0.64 0.00 0.07 0.062


Entry 5:
64
Properties=species:S:1:pos:R:3:forces:R:3:lowdin_charge:R:1 method="wB97M-V/def2-TZVPD" multiplicity=1 gap_ev=7.5 lumo_energy_ev=0.3
Cl 2.35443 0.45584 -12.81941 0.02 0.01 -0.01 0.522
Cl -2.90359 0.97644 7.10674 -0.07 -0.11 0.04 0.497
Cl 2.23210 0.64014 3.17393 1.97 -1.74 -0.23 0.450
Cl -4.04642 1.53880 1.68300 -0.14 0.03 0.08 0.545
Cl 4.12010 2.79334 2.67073 0.02 0.08 -0.01 0.531
Cl -2.35501 1.03439 9.95840 0.01 -0.02 0.02 0.530
Cl -1.72405 3.34238 8.31357 0.01 0.00 -0.01 0.517
Cl 2.76207 -2.38420 -4.31046 0.14 -0.07 0.00 0.513
Cl 0.10386 3.14966 -2.31149 0.14 0.12 0.12 0.508
Cl -1.10948 5.25447 -3.93034 -0.01 -0.01 0.05 0.547
Cl 0.20306 -0.57264 -1.77830 -0.10 0.14 0.03 0.490
Cl 5.89941 -2.31094 2.50121 -0.01 -0.01 0.02 0.540
Cl -0.38047 -1.39277 -4.99181 -0.22 0.04 -0.05 0.508
Cl -0.48697 2.66153 -5.07940 -0.11 0.22 -0.09 0.574
Cl 0.37683 1.28223 5.38742 -0.48 0.13 0.57 0.514
Cl -0.04714 -1.65143 0.89054 2.25 -0.22 -2.50 0.607
Cl 5.33310 -3.36571 -3.35763 0.01 0.00 -0.03 0.537
Cl 1.58973 -1.04899 -7.06528 0.08 -0.07 -0.20 0.501
Cl 0.44180 -1.72679 -12.67804 0.00 -0.02 -0.01 0.524
Cl 3.50908 -2.00336 -1.54645 -0.01 -0.02 0.03 0.537
Cl 0.53993 2.63652 2.82559 -1.58 1.72 -0.21 0.484
Cl -1.38542 -2.95901 -1.33499 0.01 -0.06 -0.04 0.547
Cl 1.35127 -0.43712 -10.23970 0.00 0.01 -0.10 0.498
Cl -2.59242 2.15063 -0.73604 -0.03 -0.02 -0.03 0.519
Cl -1.84068 2.92827 4.45797 -0.03 0.04 -0.04 0.511
Cl 6.74317 0.05843 1.06011 0.04 0.04 -0.04 0.550
Cl 4.62702 0.88577 4.80376 0.01 0.03 0.07 0.538
Cl -5.35327 3.01154 -0.45252 -0.01 0.01 -0.02 0.542
Cl -1.19647 -0.28294 -7.54367 0.03 0.01 -0.06 0.536
Cl 7.34656 -2.57941 -0.01256 0.07 -0.02 0.02 0.539
P -4.44076 -1.92726 3.46599 0.18 -0.16 0.34 0.468
P -2.57091 -1.88412 2.11421 -0.64 0.05 -0.41 0.603
C 0.10438 -0.41036 -6.36496 0.02 -0.11 0.10 -1.567
C -0.86491 -1.41929 -0.65787 0.26 0.01 0.03 -1.488
C -1.52248 -0.45930 2.63460 -0.57 0.50 0.72 -0.513
C 3.92795 1.12370 3.20567 -0.04 -0.33 -0.08 -1.529
C -3.83327 2.70701 0.38376 0.01 -0.03 -0.01 -1.533
C -2.82455 1.98112 8.54853 0.00 0.04 0.02 -1.552
C -1.56592 -3.33122 2.61408 -0.18 -0.30 0.66 -0.411
C 3.64473 -3.06718 -2.95796 0.00 0.02 0.11 -1.528
C 6.20338 -1.61702 0.90854 -0.12 0.01 -0.02 -1.568
C 0.97693 -0.21470 -11.94502 -0.01 0.02 -0.02 -1.559
C -0.09088 2.71084 4.47433 0.07 0.10 -0.19 -1.490
C -0.00174 3.88966 -3.90037 0.06 -0.15 -0.04 -1.532
H -5.15052 -1.23060 2.47266 -0.06 0.10 -0.07 -0.087
H 5.26819 -1.61480 0.36414 0.03 0.00 0.02 -0.064
H -5.64220 -2.04376 4.28196 0.02 0.00 0.04 -0.111
H -0.61283 -0.80739 3.12301 -0.12 0.11 0.31 -0.006
H 0.34344 3.57478 4.95932 0.02 -0.01 0.00 0.019
H -3.85152 -1.11320 4.49611 0.04 0.02 -0.07 -0.075
H -3.81157 2.38414 8.73133 0.00 0.00 0.00 0.011
H -4.40378 -3.35515 3.33124 -0.05 0.01 -0.04 -0.066
H -1.12803 -3.22290 3.60948 -0.05 -0.05 0.09 0.038
H 0.33893 0.58013 -6.00950 -0.03 0.01 0.03 -0.083
H -1.74936 -0.81560 -0.48350 -0.02 0.00 0.08 -0.023
H 0.16349 0.49403 -12.01902 -0.01 0.01 0.00 0.009
H -2.16545 -4.24049 2.58238 -0.06 -0.04 0.05 0.022
H 3.18739 -4.01199 -2.69673 0.01 -0.01 0.02 0.016
H -2.04692 0.23711 3.29043 -0.08 -0.02 0.16 -0.030
H 0.98417 4.24521 -4.16841 -0.02 0.01 -0.06 0.015
H -3.49653 3.63992 0.81678 0.01 -0.01 0.03 0.016
H -0.74925 -3.41862 1.90279 -0.35 -0.59 0.32 -0.057
H 4.46886 0.49314 2.51361 0.05 0.03 0.00 -0.060
H -1.20057 0.05911 1.73349 -0.40 0.54 0.48 -0.042


Entry 6:
43
Properties=species:S:1:pos:R:3:forces:R:3:lowdin_charge:R:1 method="wB97M-V/def2-TZVPD" multiplicity=1 gap_ev=5.4 lumo_energy_ev=4.3 e_above_lowest_kj_mol=0.00 charge=-2
Tl 0.17445 -0.09439 -0.73607 0.23 0.04 0.11 0.249
Sb 1.92816 -0.05058 2.40201 -0.09 0.08 0.05 -0.282
S -0.44654 0.07909 1.95876 0.26 -0.05 -0.08 -0.270
S 2.47014 -2.17146 3.12125 -0.05 0.07 -0.12 -0.309
S 2.79556 0.47247 0.23495 -0.33 -0.26 0.16 -0.309
S 2.48837 1.62816 3.87825 -0.06 0.05 -0.12 -0.398
S 0.02732 -3.62053 -0.23629 -0.04 -0.43 0.23 0.808
O -3.30534 0.57276 -1.70392 0.02 -0.06 -0.12 0.022
O -0.62597 -3.88958 -1.55784 -0.05 0.03 -0.08 -0.578
N -0.15100 2.72876 -0.37593 -0.29 0.44 -0.06 0.058
N -3.00705 2.73397 -1.07697 0.18 0.08 0.06 0.060
C -2.65282 -3.83248 0.43356 0.05 -0.05 0.00 -0.147
C 1.09726 4.57265 0.50613 0.02 0.06 0.00 -0.044
C 1.35588 -5.25602 1.61957 0.06 -0.01 0.01 -0.180
C -3.42912 1.44105 -0.86754 -0.09 0.12 -0.08 -0.557
C 0.54757 -5.28026 0.33121 0.03 0.23 0.01 -0.404
C -4.13046 1.21484 0.45204 0.11 0.01 0.07 -0.006
C -0.40098 4.90994 -1.31178 0.02 0.08 -0.11 -0.054
C -1.92827 3.04984 -2.01561 -0.11 -0.18 0.19 -0.128
C 0.55218 5.41807 -0.43658 -0.03 0.00 -0.01 -0.088
C -0.74069 3.56614 -1.23512 0.04 0.18 0.09 -0.286
C -1.31348 -3.38990 0.99589 0.04 0.10 -0.18 -0.390
C 0.72185 3.23286 0.49299 0.03 -0.15 -0.06 -0.152
H 1.14622 2.54949 1.21122 0.06 -0.13 0.08 -0.002
H 2.10888 -4.46540 1.60261 -0.03 -0.02 0.00 0.002
H -2.82972 -3.35328 -0.52863 -0.02 -0.02 0.01 0.065
H -2.69464 -4.91334 0.27964 -0.02 0.01 -0.02 0.061
H 0.83631 6.46340 -0.48429 0.00 0.00 0.02 0.094
H -3.45352 -3.54798 1.11966 0.03 -0.01 0.03 0.067
H -2.26251 3.82444 -2.70765 0.02 -0.05 -0.13 0.105
H -3.00996 3.32443 -0.25965 0.00 -0.10 0.08 0.129
H -1.02386 -3.93569 1.89356 0.02 0.07 0.02 0.076
H 1.85954 -6.21472 1.77489 -0.06 0.00 -0.03 0.062
H -0.88360 5.55200 -2.04095 -0.02 -0.03 0.03 0.095
H -4.25337 0.14580 0.60013 -0.02 0.01 -0.02 0.081
H 1.14138 -5.64604 -0.50816 -0.02 0.00 -0.01 0.075
H -0.36544 -5.87804 0.39975 0.02 -0.04 -0.05 0.077
H -5.10932 1.69986 0.43828 0.01 0.00 0.02 0.075
H 1.80606 4.91339 1.24936 0.01 -0.04 -0.03 0.108
H -1.30012 -2.32614 1.23788 0.00 0.01 0.07 -0.018
H 0.73456 -5.05703 2.49328 0.02 0.01 -0.03 0.055
H -1.70677 2.13625 -2.56632 0.06 -0.02 0.00 0.108
H -3.53784 1.61700 1.27632 -0.01 -0.03 -0.01 0.074